Record 1
Entry from the OMol25 dataset: a 14-piece molecular cluster, C5H40N2O13S overall in a non-equilibrium geometry (wB97M-V/def2-TZVPD).

ΔE to the lowest compared entry with this formula, charge and spin, kJ/mol: 523.6
Molar mass, Da: 368.4
Gap between HOMO and LUMO, Ha: 0.305
HOMO energy, eV: -8.376
Largest force on an atom, eV/Å: 6.0

```
! RIJCOSX wB97M-V def2-TZVPD def2/J DEFGRID3
* xyz 0 1
C 0.226 0.793 -0.602
N -1.193 0.536 -0.704
C -1.616 -0.465 0.349
C -2.066 -1.853 -0.237
S -2.210 -3.050 1.129
C -2.800 0.178 1.152
N -2.482 1.404 1.863
C 0.968 0.570 -1.917
H 0.443 1.847 -0.257
H 0.714 0.198 0.175
H -1.507 0.239 -1.594
H -0.663 -0.619 0.808
H -3.124 -1.793 -0.661
H -1.343 -2.269 -0.965
H -0.912 -3.294 1.355
H -3.726 0.475 0.487
H -3.111 -0.716 1.694
H -2.555 2.266 1.383
H -1.736 1.479 2.511
H 1.766 -0.181 -1.900
H 1.518 1.452 -2.242
H 0.255 0.204 -2.692
H 0.315 -1.518 4.553
H 1.237 -0.730 3.865
O 0.440 -0.615 4.393
H -0.570 -2.293 -2.734
H -1.542 -1.275 -3.201
O -1.115 -2.000 -3.528
H 2.542 -0.700 1.628
H 1.581 -1.757 1.816
O 1.740 -0.891 2.072
H 0.268 2.825 -2.763
H 0.011 3.370 -4.237
O -0.106 2.715 -3.566
H 1.975 -2.293 -3.772
H 0.738 -3.031 -4.270
O 1.540 -3.102 -3.717
H 0.267 4.126 -0.933
H 1.041 4.978 -1.957
O 0.998 4.118 -1.581
H 0.833 -2.994 -0.028
H 2.182 -3.442 0.581
O 1.216 -3.237 0.787
H 0.982 1.717 3.994
H 0.496 0.693 2.933
O 0.828 1.601 2.961
H 4.039 1.010 1.129
H 4.856 0.063 2.076
O 4.297 0.125 1.192
H 2.403 1.801 2.112
H 2.712 2.785 0.956
O 3.103 2.293 1.596
H 0.971 -3.480 -2.161
H -0.089 -4.486 -1.834
O 0.240 -3.564 -1.575
H -0.561 3.042 1.188
H 0.366 3.086 2.372
O -0.157 3.662 1.761
H -1.816 2.775 -2.980
H -2.349 2.588 -1.672
O -2.535 3.112 -2.471
*
```



Record 2
Entry from the OMol25 dataset: a 15-piece molecular cluster, C5H40NO15 overall in a non-equilibrium geometry (wB97M-V/def2-TZVPD).

ΔE to the lowest compared entry with this formula, charge and spin, kJ/mol: 932.7
Molar mass, Da: 354.4
Gap between HOMO and LUMO, Ha: 0.352
HOMO energy, eV: -12.307
Largest force on an atom, eV/Å: 13.8

```
! RIJCOSX wB97M-V def2-TZVPD def2/J DEFGRID3
* xyz 1 1
C -0.778 -1.538 -3.211
O 0.558 -1.984 -3.241
C -0.809 -0.123 -2.869
C -0.400 0.092 -1.328
C -1.455 0.001 -0.282
C -2.741 -0.433 -0.226
N -0.951 0.769 1.007
H -1.125 -1.669 -4.216
H -1.424 -2.282 -2.709
H 0.729 -2.861 -2.798
H -1.715 0.339 -3.219
H -0.018 0.418 -3.535
H 0.542 -0.476 -1.001
H -0.013 1.265 -1.193
H -3.044 -1.151 -0.934
H -3.687 -0.437 0.340
H -0.124 0.499 1.486
H -1.758 0.851 1.696
H -0.675 1.785 0.686
H -2.108 -3.818 -1.183
H -0.705 -3.582 -0.591
O -1.283 -4.129 -1.311
H 1.166 -0.896 4.537
H 2.059 -0.993 3.266
O 1.315 -0.995 3.721
H 3.492 -3.108 0.403
H 3.384 -3.922 1.574
O 2.933 -3.332 1.078
H 0.171 -3.203 1.279
H -0.004 -2.016 2.270
O -0.405 -2.519 1.619
H 2.859 -1.220 -2.030
H 2.452 -0.320 -3.333
O 3.072 -0.548 -2.677
H 2.499 3.896 1.720
H 2.821 3.065 3.158
O 2.141 3.648 2.631
H -4.787 2.247 -0.096
H -5.384 1.442 -1.222
O -4.493 1.766 -0.854
H -2.860 -2.556 0.355
H -3.532 -3.787 0.520
O -3.419 -3.026 0.007
H -0.073 3.162 -1.347
H -1.084 3.227 -2.488
O -0.185 3.386 -2.210
H -1.025 3.866 0.999
H -0.107 4.496 0.065
O -0.339 3.664 0.491
H 3.679 2.180 -1.048
H 3.540 0.865 -1.545
O 3.554 1.238 -0.694
H 2.149 1.739 0.200
H 1.519 2.438 1.587
O 1.374 1.725 0.812
H -2.473 2.743 3.923
H -3.142 1.390 4.334
O -2.638 1.902 3.560
H 3.544 -0.889 1.282
H 4.992 -0.893 1.500
O 4.217 -1.399 1.284
*
```



Record 3
Entry from the OMol25 dataset: a 14-piece molecular cluster, C5H41N2O14 overall in a non-equilibrium geometry (wB97M-V/def2-TZVPD).

ΔE to the lowest compared entry with this formula, charge and spin, kJ/mol: 832.1
Molar mass, Da: 353.4
Gap between HOMO and LUMO, Ha: 0.298
HOMO energy, eV: -10.680
Largest force on an atom, eV/Å: 7.6

```
! RIJCOSX wB97M-V def2-TZVPD def2/J DEFGRID3
* xyz 1 1
C -3.430 -0.859 -1.019
O -3.167 0.287 -1.894
C -2.442 -0.442 0.093
C -1.597 -1.754 0.545
C -0.403 -1.438 1.339
C 0.612 -0.594 0.770
N 1.896 -0.645 1.606
N -3.051 0.192 1.277
H -3.151 -1.809 -1.418
H -4.479 -0.744 -0.768
H -2.863 -0.041 -2.826
H -1.609 0.384 -0.242
H -1.302 -2.200 -0.425
H -2.159 -2.614 0.938
H -0.827 -1.158 2.370
H 0.032 -2.376 1.756
H 0.282 0.450 0.664
H 0.706 -0.805 -0.466
H 2.287 -1.503 1.860
H 2.677 -0.202 1.076
H 1.885 -0.117 2.480
H -3.509 1.070 1.136
H -3.470 -0.396 1.912
H -2.587 -0.960 -5.537
H -1.826 0.134 -4.856
O -2.549 -0.490 -4.817
H 4.209 -3.567 1.294
H 3.268 -3.270 2.202
O 3.290 -3.071 1.296
H 0.580 0.435 -1.828
H 0.380 1.791 -1.063
O 1.046 1.044 -1.221
H 3.449 0.910 3.953
H 3.995 -0.274 3.139
O 3.198 0.043 3.664
H 2.675 1.335 -0.776
H 4.195 0.874 -0.745
O 3.407 0.844 -0.181
H 0.236 3.680 -0.367
H 1.453 3.694 -1.330
O 0.469 3.620 -1.303
H -0.894 1.966 2.613
H 0.289 1.191 3.114
O 0.028 1.775 2.429
H 0.596 0.168 -4.582
H -0.122 1.385 -4.395
O -0.249 0.634 -4.862
H 4.333 1.400 -3.638
H 3.624 2.407 -4.162
O 3.755 2.076 -3.224
H 3.695 -3.245 -1.345
H 2.711 -4.279 -0.542
O 2.919 -3.421 -0.869
H -2.463 3.861 1.140
H -3.431 3.733 2.262
O -2.604 3.313 1.929
H -0.821 -3.359 4.115
H 0.705 -3.606 4.422
O 0.046 -3.237 3.751
H -4.043 2.006 -0.494
H -5.401 3.025 -0.064
O -4.478 2.753 0.116
*
```



Record 4
Entry from the OMol25 dataset: a 14-piece molecular cluster, C5H41N3O13 overall in a non-equilibrium geometry (wB97M-V/def2-TZVPD).

ΔE to the lowest compared entry with this formula, charge and spin, kJ/mol: 405.6
Molar mass, Da: 351.4
Gap between HOMO and LUMO, Ha: 0.284
HOMO energy, eV: -7.835
Largest force on an atom, eV/Å: 3.0

```
! RIJCOSX wB97M-V def2-TZVPD def2/J DEFGRID3
* xyz 0 1
N -2.210 -1.668 -2.713
C -1.146 -2.391 -2.058
C -0.381 -3.394 -2.951
C -0.147 -1.274 -1.607
N -0.315 -1.100 -0.177
C 0.354 -0.009 0.498
C 1.914 0.115 0.580
N 2.260 1.390 -0.042
H -1.813 -1.042 -3.401
H -3.042 -2.185 -2.948
H -1.500 -2.939 -1.182
H -0.305 -2.998 -3.974
H 0.666 -3.499 -2.664
H -0.888 -4.347 -3.126
H -0.335 -0.451 -2.294
H 0.917 -1.540 -1.763
H -0.319 -1.980 0.310
H -0.030 0.097 1.518
H -0.062 0.853 -0.028
H 2.358 -0.725 0.061
H 2.113 0.159 1.636
H 1.944 1.392 -0.994
H 1.913 2.159 0.508
H -0.757 1.423 -4.141
H -2.321 1.479 -4.030
O -1.562 0.893 -4.111
H -1.670 2.946 1.805
H -0.658 3.848 2.587
O -1.306 3.840 1.874
H -2.243 0.562 2.314
H -2.773 0.859 0.882
O -2.707 1.212 1.777
H 3.948 -1.909 2.210
H 4.493 -0.432 1.617
O 4.162 -1.322 1.491
H -1.530 1.150 -1.319
H -1.607 2.655 -1.035
O -2.112 1.830 -0.960
H -1.131 4.904 -0.523
H 0.123 4.497 -1.345
O -0.837 4.491 -1.345
H 1.067 -1.137 4.466
H 1.511 -1.446 3.091
O 1.700 -0.811 3.812
H 1.538 0.171 -3.029
H 2.100 1.589 -3.425
O 1.380 1.119 -2.986
H -0.199 -3.444 2.605
H 0.984 -3.345 1.672
O 0.488 -2.828 2.333
H -4.821 -1.376 -0.643
H -4.500 0.133 -0.699
O -4.803 -0.612 -1.226
H -0.314 -4.471 -0.331
H 0.776 -5.324 0.195
O 0.206 -4.592 0.476
H 2.957 0.294 3.560
H 3.037 1.592 2.653
O 3.463 1.103 3.361
H 2.077 3.440 2.845
H 1.275 2.093 3.037
O 1.299 2.939 2.577
*
```



Record 5
Entry from the OMol25 dataset: C5H4BiNS5Sb as an isolated structure (wB97M-V/def2-TZVPD).

ΔE to the lowest compared entry with this formula, charge and spin, kJ/mol: 4.1
Molar mass, Da: 569.2
Gap between HOMO and LUMO, Ha: 0.272
HOMO energy, eV: -4.903
Largest force on an atom, eV/Å: 0.7

```
! RIJCOSX wB97M-V def2-TZVPD def2/J DEFGRID3
* xyz -1 1
Bi -1.229 -1.305 1.291
S 0.034 -3.858 4.246
Sb -0.225 -1.599 4.440
S 0.848 -0.599 2.415
S -2.431 -1.015 3.435
S 0.177 -0.455 6.357
S -1.807 1.024 0.326
C -0.661 0.824 -0.959
C -0.258 1.911 -1.741
C 0.661 1.693 -2.743
C 1.150 0.404 -2.949
C 0.692 -0.604 -2.122
N -0.191 -0.406 -1.156
H -0.663 2.889 -1.530
H 0.999 2.520 -3.353
H 1.871 0.203 -3.728
H 1.032 -1.627 -2.228
*
```



Record 6
Entry from the OMol25 dataset: C5H4BrClN2O2S as an isolated structure in a non-equilibrium geometry (wB97M-V/def2-TZVPD).

ΔE to the lowest compared entry with this formula, charge and spin, kJ/mol: 7.9
Molar mass, Da: 271.5
Gap between HOMO and LUMO (alpha / beta), Ha: 0.258 / 0.275
HOMO energy (alpha / beta), eV: -8.843 / -8.779
Largest force on an atom, eV/Å: 2.8

```
! RIJCOSX wB97M-V def2-TZVPD def2/J DEFGRID3
* xyz 0 1
C -1.167 0.262 -1.179
C -1.992 -0.351 0.991
C -2.198 -0.199 -0.258
C 0.617 -0.862 1.049
C 0.893 -0.787 -0.424
N 0.029 -0.029 -1.339
N 2.052 0.163 -0.446
O 2.275 0.831 2.214
O 0.387 1.874 0.946
S 1.172 0.752 1.316
Cl -2.611 -0.791 2.421
Br -4.228 -0.496 -0.977
H -1.554 1.136 -1.732
H 1.187 -1.735 -1.024
H 2.892 -0.384 -0.183
H 2.248 0.617 -1.374
*
```



Record 7
Entry from the OMol25 dataset: the molecule C5H4BrClOS2 in a non-equilibrium geometry (wB97M-V/def2-TZVPD).

ΔE to the lowest compared entry with this formula, charge and spin, kJ/mol: 0.0
Molar mass, Da: 259.6
Gap between HOMO and LUMO (alpha / beta), Ha: 0.270 / 0.270
HOMO energy (alpha / beta), eV: -8.434 / -8.434
SMILES string: COc1c(Br)csc1SCl
Largest force on an atom, eV/Å: 5.8

```
! RIJCOSX wB97M-V def2-TZVPD def2/J DEFGRID3
* xyz 0 1
C -0.554 -1.256 0.435
O 0.709 -0.798 0.049
C 0.828 0.545 0.081
C 1.941 1.338 0.030
Br 3.598 0.573 -0.504
C 1.811 2.684 0.075
S 0.247 3.213 0.519
C -0.499 1.680 0.455
S -2.179 1.478 0.388
Cl -2.719 2.323 -1.456
H -1.114 -0.623 1.164
H -0.461 -2.315 0.819
H -1.358 -1.471 -0.376
H 2.564 3.265 0.334
*
```